Formula: C32H29Cl5N5O4S2Tc
Source: the Open Molecules 2025 dataset
Level of theory: ωB97M-V/def2-TZVPD

Its charge is 0. Its highest occupied orbital energy is -7.5 eV. The gap between HOMO and LUMO is 6.2 eV. As for the relative energy (zero: lowest compared OMol25 entry of this formula, charge and spin): 3.994 eV. The largest force on an atom is 1.23 eV/A. As for the total energy: -135774.7205 eV.

Last column: Löwdin charge in e.
Geometry (Å):
Tc  0.291579  0.368271  -0.358055  1.082
Cl  2.786212  0.497746  -1.354523  0.858
C  2.282410  2.173492  -1.417235  -0.657
C  0.946343  2.315678  -1.122987  -0.342
C  0.431661  3.583423  -1.414867  -0.687
Cl  -1.277609  3.857443  -1.457092  0.733
C  1.261046  4.635875  -1.804498  -0.689
Cl  0.600529  6.193263  -2.124972  0.690
C  2.638560  4.446460  -1.957118  -0.702
Cl  3.669352  5.746543  -2.403475  0.692
C  3.161855  3.172475  -1.793886  -0.709
Cl  4.826790  2.822370  -2.059597  0.695
C  -5.024094  -0.044641  2.021242  -0.084
C  -3.816136  0.816262  1.660537  -0.214
C  -3.763507  1.160550  0.189201  -0.199
C  -4.734013  1.980064  -0.378956  -0.021
C  -4.703080  2.322349  -1.723499  -0.064
C  -3.670714  1.869899  -2.530891  -0.071
C  -2.665481  1.076864  -1.994856  -0.234
C  -1.504932  0.648486  -2.857665  -0.205
C  -1.806128  -0.575293  -3.717319  -0.072
C  -2.759738  0.715396  -0.658741  -0.248
N  -1.746027  -0.202980  -0.183860  -0.073
C  -2.193026  -1.342295  0.174064  -0.045
C  -1.381873  -2.496808  0.429090  -0.220
C  -1.776819  -3.700454  0.892658  0.013
C  -0.650256  -4.589315  0.811979  -0.026
C  0.374050  -3.910939  0.260348  -0.022
N  -0.040662  -2.582811  0.012215  0.002
H  -5.042385  -0.250348  3.090838  0.077
H  -5.008202  -1.005332  1.501143  0.062
H  -5.962951  0.443150  1.757202  0.069
H  -2.886940  0.339183  1.979406  0.076
H  -3.851155  1.756589  2.215177  0.124
H  -5.518706  2.369908  0.257309  0.119
H  -5.468380  2.966206  -2.133916  0.106
H  -3.614220  2.168697  -3.570155  0.120
H  -0.600967  0.387705  -2.262507  0.045
H  -1.179162  1.496634  -3.463407  0.120
H  -2.044278  -1.437815  -3.091650  0.076
H  -0.960886  -0.833255  -4.355639  0.071
H  -2.670504  -0.384540  -4.354375  0.081
H  -3.269220  -1.494903  0.220144  0.148
H  -2.765883  -3.931350  1.248816  0.123
H  -0.619291  -5.618847  1.123551  0.107
H  1.370141  -4.222171  0.015009  0.121
O  0.113381  0.977047  3.573287  -0.344
S  0.239064  2.316609  2.878270  0.234
O  1.641575  2.588852  2.615290  -0.373
O  -0.517524  3.313259  3.582746  -0.351
S  -0.780942  2.112237  1.100341  0.580
C  3.504681  -0.060537  4.241409  -0.027
N  2.537147  -0.533978  3.276213  -0.069
C  1.286787  -1.171861  3.658812  -0.039
C  0.310753  -0.612329  2.643907  -0.548
O  -0.784522  -1.087897  2.432258  0.024
N  1.170604  -0.098990  1.544903  -0.009
C  2.355486  0.060441  2.075376  -0.472
N  3.369717  0.755685  1.496386  0.158
H  3.292973  -0.536146  5.195878  0.095
H  3.428539  1.021921  4.378907  0.101
H  4.525985  -0.330963  3.965102  0.087
H  1.000675  -0.899092  4.669693  0.135
H  1.321536  -2.258817  3.548885  0.135
H  3.031510  1.598070  1.047218  0.071
H  4.138584  0.957412  2.114981  0.099
C  0.652605  -1.603271  -0.608390  -0.144
C  1.853256  -2.158140  -1.296091  -0.348
C  1.756506  -2.494685  -2.640657  -0.043
C  2.863126  -3.007520  -3.301540  -0.065
C  4.061370  -3.183357  -2.624469  -0.075
C  4.153805  -2.847289  -1.281311  -0.067
C  3.053445  -2.330614  -0.612612  -0.114
H  0.822258  -2.346583  -3.167602  0.109
H  2.790497  -3.262323  -4.350049  0.108
H  4.925628  -3.569797  -3.146280  0.105
H  5.087215  -2.977508  -0.751386  0.110
H  3.130975  -2.036721  0.426337  0.111

Forces on the atoms, in the same order (eV/Å):
Tc 0.0535 0.5519 -0.1426
Cl -0.0931 0.2679 -0.1212
C 0.1082 -0.1737 -0.0125
C -0.0425 -0.0985 0.1621
C -0.2571 -0.0558 -0.0971
Cl 0.1740 0.0608 0.0544
C 0.0627 0.0785 -0.0417
Cl 0.0218 -0.0355 0.0178
C -0.0140 0.0254 -0.0096
Cl -0.0206 -0.0151 0.0173
C 0.0676 -0.0163 -0.0261
Cl -0.0686 0.0171 0.0056
C -0.0469 -0.0372 0.0322
C 0.0689 0.0532 -0.0282
C -0.1715 0.0761 0.0976
C -0.0318 0.0650 -0.0340
C 0.0599 -0.0679 0.0836
C 0.0082 -0.0178 0.0522
C -0.0495 0.0730 -0.1200
C 0.1162 0.0046 0.0830
C -0.0705 0.0048 -0.0051
C 0.4499 -0.3078 0.0699
N -0.0227 -0.1088 -0.0848
C 0.0922 -0.1432 -0.0085
C -0.0460 0.3332 -0.1817
C 0.0574 -0.3071 -0.0307
C -0.1953 0.0508 0.0819
C 0.0131 0.2706 -0.0840
N -0.0775 -0.2602 0.0309
H 0.0124 0.0069 0.0273
H 0.0097 -0.0209 -0.0130
H -0.0138 0.0306 -0.0083
H -0.0981 0.0207 -0.0293
H -0.0480 0.0040 0.0077
H -0.0334 0.0192 -0.0001
H -0.0325 0.0149 -0.0161
H -0.0163 0.0165 -0.0345
H 0.0032 0.0469 -0.0175
H -0.0589 -0.0419 -0.0432
H 0.0035 -0.0050 0.0258
H 0.0253 0.0189 -0.0131
H 0.0047 0.0073 -0.0104
H 0.0415 -0.0210 0.0062
H -0.0280 -0.0263 0.0340
H -0.0146 -0.0331 0.0139
H 0.0664 -0.0243 -0.0099
O -0.1479 0.9654 0.3161
S -0.1809 -0.8355 0.3707
O 0.0427 0.3000 -0.0790
O 0.0969 0.1694 -0.0884
S 0.1194 0.0685 -0.1010
C 0.0413 0.0958 0.1796
N -0.0719 -0.2328 -0.2297
C 0.1649 0.1825 0.2321
C 0.6521 -0.6903 -0.7895
O -0.3271 0.1924 0.1338
N -0.8252 -0.4107 0.1040
C 0.4920 0.4570 0.0283
N 0.0375 -0.1780 0.1472
H 0.0070 -0.0088 -0.0147
H -0.0091 -0.0031 -0.0237
H -0.0118 -0.0035 -0.0441
H -0.0617 -0.0304 0.0084
H 0.0789 -0.0163 -0.0113
H 0.0116 -0.0177 0.0781
H 0.0005 0.0311 0.0480
C -0.0481 -0.3535 0.0929
C -0.1214 0.1449 -0.0022
C 0.0875 -0.0616 -0.0137
C -0.0100 0.0146 0.0058
C -0.0055 0.0133 -0.0049
C -0.0442 0.0126 0.0121
C 0.0587 -0.0536 -0.0557
H -0.0226 0.0011 -0.0009
H -0.0029 -0.0086 -0.0203
H 0.0174 -0.0301 -0.0085
H 0.0307 0.0047 0.0113
H -0.0180 -0.0204 0.0385